1.
Below is a 3-piece molecular cluster, C10H18Br4F2N3O2 overall, with properties calculated with ωB97M-V/def2-TZVPD.

Values from the calculation:
net charge: +1

Each line ends with the Mulliken charge.
Atoms and positions in Å:
Br (2.825, 1.939, -0.558)  -0.097
C (-2.247, 2.736, 0.259)  0.597
N (-2.046, 0.493, -0.662)  0.076
H (4.590, 1.893, -2.923)  0.392
C (-3.808, 1.891, -1.483)  0.473
H (0.561, -1.916, 5.387)  0.379
H (-0.362, 1.683, -1.237)  0.568
N (-0.608, -1.631, -1.282)  -0.403
H (2.611, -1.613, 4.130)  0.358
H (-2.211, -2.689, -0.500)  0.413
O (-3.514, 2.376, -2.503)  -0.330
Br (2.676, 0.731, -3.997)  -0.128
H (1.530, -0.294, 3.633)  0.395
C (-1.522, -1.902, -0.184)  -0.340
H (-3.414, -0.812, 0.265)  0.442
F (-1.969, 3.685, -0.626)  -0.188
O (-1.962, 2.765, 1.392)  -0.345
C (0.532, -2.087, 4.314)  -0.589
C (0.187, -0.425, -1.163)  0.662
C (-0.586, 0.808, -0.619)  -1.103
H (3.285, -0.379, -1.339)  0.319
C (-2.333, -0.655, 0.271)  -0.379
Br (-1.201, -1.419, 3.726)  -0.095
H (-2.029, -0.289, 1.255)  0.192
H (4.961, 0.179, -3.212)  0.373
H (1.034, -0.575, -0.491)  -0.523
C (3.875, 0.530, -1.401)  -0.623
N (-2.923, 1.615, -0.364)  -0.187
H (-0.969, -2.274, 0.686)  0.077
Br (1.878, -1.924, 1.788)  -0.107
H (-2.246, 0.198, -1.626)  0.511
H (-1.052, -1.718, -2.188)  0.357
H (0.536, -3.154, 4.112)  0.375
H (4.770, 0.424, -0.793)  0.413
H (-0.319, 0.998, 0.424)  0.519
H (0.594, -0.192, -2.150)  -0.107
C (1.669, -1.370, 3.644)  -0.590
C (4.223, 0.877, -2.824)  -0.561
F (-5.012, 1.495, -1.163)  -0.197

=====

2.
Below is a 2-piece molecular cluster, C6H11N2S overall in a non-equilibrium geometry, with properties calculated with ωB97M-V/def2-TZVPD.

Values from the calculation:
net charge: +1

Each line ends with the Mulliken charge.
Atoms and positions in Å:
C (-0.890, -0.216, 0.480)  0.179
N (-1.870, -0.487, -0.428)  -0.221
H (-2.212, -0.928, 2.354)  0.221
H (-2.811, -0.891, -0.434)  0.256
C (0.337, 0.404, 0.117)  0.695
C (0.345, 1.942, 0.316)  -0.613
C (1.533, 2.386, 0.915)  -0.369
H (-0.423, -2.387, -1.107)  0.234
H (1.908, -1.090, 0.885)  0.397
H (-1.552, -2.724, -2.307)  0.237
H (-0.132, 2.470, -0.513)  0.340
C (1.622, 0.010, 0.851)  -0.829
C (2.316, 1.174, 1.059)  -0.471
N (-0.956, -2.036, -1.903)  -0.637
H (-1.790, 0.031, -1.342)  0.345
H (3.323, 1.367, 1.420)  0.435
S (-0.788, -0.970, 2.133)  -0.114
H (-0.355, -1.688, -2.537)  0.217
H (1.892, 3.430, 0.993)  0.416
H (0.503, 0.203, -0.952)  0.281

=====

no.,frontier orbital gap (eV),DFT total energy (Eh),E_HOMO (eV)
1,9.04,-11202.08474,-12.79
2,8.09,-742.55583,-12.47